Record 1
A molecular structure, C38H40N7O4PSSeSn in a non-equilibrium geometry. Source: OMol25; level of theory: wB97M-V/def2-TZVPD.

```
! wB97M-V def2-TZVPD RIJCOSX def2/J DEFGRID3
* xyz 0 1
Sn 0.04510 -0.11770 0.30920
C 4.46530 1.69760 -0.07080
C 3.01550 1.35260 -0.26400
N 2.54800 0.17910 -0.48720
O 3.35580 -0.92720 -0.58970
C 2.04780 2.41970 -0.17770
C 2.40360 3.87250 -0.13770
N 0.80090 2.08100 -0.07670
O -0.09320 2.99850 0.04700
H 5.07520 0.82420 0.16130
H 4.55700 2.38970 0.76190
H 4.86110 2.17680 -0.96670
H 4.28640 -0.68640 -0.44610
H 3.45080 4.07130 -0.33690
H 2.13570 4.26190 0.84590
H 1.78060 4.40340 -0.86180
C -2.32170 5.27610 -3.18400
C -2.91670 5.43880 -1.94560
C -2.88290 4.41540 -1.01470
C -2.22650 3.22920 -1.31080
C -1.63450 3.06770 -2.55730
C -1.68750 4.08380 -3.49300
P -2.06410 1.86890 -0.10040
C -3.69750 1.12040 -0.56790
C -3.66390 0.02520 -1.41980
C -4.83480 -0.55390 -1.87560
C -6.05770 -0.03760 -1.48070
C -6.10210 1.07280 -0.65290
C -4.93000 1.65390 -0.20750
C -2.51270 2.53270 1.52780
C -2.02920 3.73750 2.02540
C -2.34650 4.13410 3.31330
C -3.13740 3.33250 4.11900
C -3.60180 2.11840 3.63840
C -3.28100 1.71560 2.35430
H -2.34460 6.08030 -3.90530
H -3.39790 6.37450 -1.69720
H -3.35230 4.55010 -0.05080
H -1.10830 2.14740 -2.78130
H -1.22020 3.95920 -4.46000
H -2.70140 -0.38360 -1.71420
H -4.79330 -1.40750 -2.53790
H -6.97750 -0.49820 -1.81480
H -7.05540 1.49120 -0.35950
H -4.97380 2.51750 0.44170
H -1.39320 4.34790 1.40370
H -1.97410 5.07380 3.69460
H -3.38350 3.64630 5.12330
H -4.21250 1.48550 4.26930
H -3.63730 0.76150 1.98380
Se 1.05430 0.68470 2.64960
C 0.50110 0.18760 4.43600
C -0.77630 0.46520 4.91030
C -1.07410 0.16120 6.22780
N -0.21230 -0.38450 7.07150
C 1.01880 -0.60050 6.63220
C 1.42620 -0.33140 5.33930
H -1.50810 0.93960 4.27410
H -2.05720 0.37200 6.63350
H 1.70940 -1.00800 7.36120
H 2.44530 -0.50190 5.02990
O -1.14170 -7.41480 -3.33720
C 0.23810 -7.25140 -3.46810
N 0.82680 -6.52890 -2.35830
C 0.94850 -5.17150 -2.38900
O 0.69410 -4.51520 -3.37470
C 1.40920 -4.55550 -1.10510
C 2.39580 -5.09500 -0.28530
C 2.71260 -4.44180 0.89500
C 2.02520 -3.28030 1.21660
N 1.10730 -2.74990 0.42660
C 0.82620 -3.35570 -0.70960
H -1.58600 -6.57900 -3.52180
H 0.50340 -6.69750 -4.37670
H 0.65910 -8.25960 -3.49990
H 0.87660 -7.01040 -1.47420
H 2.92720 -5.98940 -0.57530
H 3.48630 -4.81970 1.54590
H 2.21650 -2.74180 2.13380
H 0.08870 -2.88340 -1.34250
C -1.35640 -5.12580 1.63290
N -1.46520 -3.99840 2.51260
C -1.21620 -4.00910 3.86580
C -1.39100 -2.75330 4.32840
N -1.74950 -1.97810 3.25740
C -1.80280 -2.73770 2.13810
S -2.26940 -2.23220 0.63090
H -0.43070 -5.66850 1.83180
H -1.35100 -4.75930 0.60490
H -2.20340 -5.80110 1.77130
H -0.94430 -4.90910 4.37700
H -1.29140 -2.34680 5.31120
H -1.91760 -0.98330 3.27280
*
```

Gap between HOMO and LUMO: 6.7 eV
LUMO energy: 0.245 eV
Energy relative to the best compared isomer or geometry (same formula, charge and spin): 31.87 kcal/mol
HOMO level: -6.50 eV


Record 2
2 unconnected molecules or ions with the total composition C17H19NO in a non-equilibrium geometry. Source: OMol25; level of theory: wB97M-V/def2-TZVPD.

```
! wB97M-V def2-TZVPD RIJCOSX def2/J DEFGRID3
* xyz 0 1
C 0.13408 -1.83345 2.33061
C 0.71583 -0.50666 2.75642
C 0.22285 0.27534 3.68388
N 1.17774 1.29739 4.04909
C 2.31906 1.16381 3.22822
C 3.50271 1.83544 3.29852
C 4.37735 1.64231 2.25190
C 4.10695 0.72941 1.24410
C 3.00281 -0.11944 1.24133
C 2.05977 0.04724 2.31756
H -0.89669 -1.85809 2.48207
H 0.57662 -2.49512 3.12416
H 0.50152 -2.38462 1.44448
H -0.46289 0.25836 4.50263
H 1.38406 1.58897 5.00977
H 3.66636 2.60527 4.10867
H 5.23380 2.17647 2.36573
H 4.78970 0.57438 0.45836
H 2.64716 -0.87457 0.49093
C -2.03164 2.60855 -2.78166
C -2.42260 1.45673 -3.65035
C -2.20177 0.08261 -3.15247
C -1.58426 -0.14060 -1.89220
C -1.34608 -1.45402 -1.33417
C -1.87387 -2.53740 -1.99561
O -1.64838 -3.84559 -1.82554
C -2.69625 -2.30712 -3.10626
C -2.77416 -1.08723 -3.74477
H -2.77769 2.85141 -1.92260
H -1.91518 3.58956 -3.29009
H -0.98520 2.51516 -2.36821
H -3.40085 1.83117 -3.87967
H -1.80008 1.50634 -4.55715
H -0.84263 0.60836 -1.38533
H -0.91148 -1.34608 -0.38407
H -1.52971 -3.98593 -0.78852
H -3.06607 -3.23918 -3.61993
H -3.25090 -1.22917 -4.70983
*
```

Gap between HOMO and LUMO: 8.7 eV
LUMO energy: 0.588 eV
SMILES string: Cc1c[nH]c2ccccc12.CCc1ccc(O)cc1
Energy relative to the best compared isomer or geometry (same formula, charge and spin): 100.85 kcal/mol
HOMO level: -8.16 eV


Record 3
A single C4H7NO molecule. Source: OMol25; level of theory: wB97M-V/def2-TZVPD.

```
! wB97M-V def2-TZVPD RIJCOSX def2/J DEFGRID3
* xyz 0 1
C 1.18791 1.33277 -0.23576
C 0.23369 0.20427 -0.55050
C 0.71246 -1.19740 -0.57838
N -0.27010 -0.53951 0.63906
C -1.63097 -0.86287 0.76072
O -2.44921 -0.65241 -0.09376
H 0.66750 2.21977 0.14331
H 1.70491 1.60940 -1.16078
H 1.95137 1.01320 0.48124
H -0.62749 0.52394 -1.14410
H -0.03812 -1.77666 -1.14536
H 0.27452 -0.52030 1.49110
H -1.86172 -1.35791 1.71846
*
```

Gap between HOMO and LUMO: 8.9 eV
LUMO energy: 0.718 eV
Energy relative to the best compared isomer or geometry (same formula, charge and spin): 94.31 kcal/mol
HOMO level: -8.14 eV


Record 4
A single C21H21N3O3S molecule in a non-equilibrium geometry. Source: OMol25; level of theory: wB97M-V/def2-TZVPD.

```
! wB97M-V def2-TZVPD RIJCOSX def2/J DEFGRID3
* xyz 0 1
C -6.97155 -3.51888 1.24320
O -5.98397 -3.33408 0.25909
C -5.50796 -2.07599 0.04318
C -5.93775 -0.93468 0.70842
C -5.37938 0.29523 0.40004
C -4.39770 0.41631 -0.56764
C -3.78431 1.75099 -0.89279
C -2.41598 1.85034 -0.32856
N -1.83850 1.06110 0.50979
N -0.59877 1.54486 0.73999
C -0.48641 2.61444 0.01386
S 0.88606 3.64671 -0.09245
C 2.03699 2.49329 0.71102
C 2.13478 1.23112 -0.14909
O 1.69785 1.20993 -1.28211
N 2.71414 0.16317 0.42709
C 3.38127 0.10594 1.70408
C 4.89033 0.02519 1.46902
C 5.21310 -1.11555 0.54249
C 6.48644 -1.67194 0.52975
C 6.79578 -2.71534 -0.32135
C 5.82520 -3.21818 -1.17259
C 4.55706 -2.67047 -1.16704
C 4.24039 -1.61690 -0.31722
C 2.84132 -1.06149 -0.33590
O -1.60200 2.88188 -0.68924
C -3.97008 -0.73023 -1.22886
C -4.51503 -1.95911 -0.93126
H -7.18590 -4.58655 1.24918
H -6.61460 -3.21660 2.23310
H -7.88750 -2.96869 1.00328
H -6.70158 -0.98596 1.46823
H -5.72309 1.17220 0.92952
H -3.71501 1.89662 -1.97480
H -4.39036 2.56506 -0.48461
H 1.63772 2.27981 1.70039
H 2.99604 3.00585 0.77727
H 3.13398 0.96857 2.31909
H 3.04274 -0.79819 2.22261
H 5.41335 -0.10113 2.41868
H 5.23620 0.96166 1.01950
H 7.23883 -1.27854 1.19853
H 7.78954 -3.13736 -0.32012
H 6.05818 -4.03418 -1.83995
H 3.79633 -3.05725 -1.82944
H 2.53206 -0.84225 -1.36134
H 2.14745 -1.81044 0.07186
H -3.19933 -0.65652 -1.98129
H -4.18868 -2.85284 -1.43889
*
```

Gap between HOMO and LUMO: 9.0 eV
LUMO energy: 0.618 eV
SMILES string: COc1ccc(Cc2nnc(SCC(=O)N3CCc4ccccc4C3)o2)cc1
Energy relative to the best compared isomer or geometry (same formula, charge and spin): 65.22 kcal/mol
HOMO level: -8.35 eV


Record 5
A single C8H12BrN3O3 molecule in a non-equilibrium geometry. Source: OMol25; level of theory: wB97M-V/def2-TZVPD.

```
! wB97M-V def2-TZVPD RIJCOSX def2/J DEFGRID3
* xyz 0 1
H -4.81366 0.19588 1.98711
N -4.16676 0.55294 1.42695
C -3.74611 -0.23361 0.54259
Br -4.48612 -2.08924 0.19753
C -2.68391 0.15388 -0.45929
C -1.33923 0.39850 0.10271
N -0.51650 -0.49732 -0.05742
C 0.90112 -0.43205 0.29888
C 1.55162 -0.53518 -1.09482
C 1.22902 0.69102 -1.91726
C 1.59757 1.91654 -1.12222
O 1.06713 1.98698 0.14910
C 1.44365 0.88038 1.00689
N -3.09391 1.48899 -1.02534
O -3.34946 1.49612 -2.17283
O -3.09504 2.45034 -0.33539
H -2.68147 -0.47609 -1.33118
H -1.20952 1.33150 0.65515
H 1.25328 -1.39244 0.86450
H 1.29078 -1.48477 -1.64307
H 2.66096 -0.57951 -1.00662
H 1.79879 0.86130 -2.74354
H 0.05992 0.92663 -2.06563
H 2.74682 2.10961 -1.09247
H 1.22496 2.94651 -1.39789
H 0.98784 1.05058 2.00788
H 2.49698 0.57617 1.06000
*
```

Gap between HOMO and LUMO: 9.5 eV
LUMO energy: 0.060 eV
SMILES string: [H]/N=C(\Br)[C@H](/C=N/[C@H]1CCCOC1)[N+](=O)[O-]
Energy relative to the best compared isomer or geometry (same formula, charge and spin): 31.72 kcal/mol
HOMO level: -9.41 eV


Record 6
2 unconnected molecules or ions with the total composition C3H8NS in a non-equilibrium geometry. Source: OMol25; level of theory: wB97M-V/def2-TZVPD.

```
! wB97M-V def2-TZVPD RIJCOSX def2/J DEFGRID3
* xyz -1 1
C -2.49710 0.70077 2.82116
S -1.82797 0.13936 1.15489
H -3.34310 1.36504 2.68693
H -1.69495 1.03016 3.47834
H -2.88864 -0.22457 3.26076
C 1.81394 -0.62608 -2.58818
C 1.17515 0.12546 -0.51343
N 1.95586 0.32013 -1.49350
H 1.98189 -1.60583 -2.12745
H 0.93088 -0.57525 -3.22481
H 2.62071 -0.48088 -3.31892
H 1.11899 0.66891 0.41853
H 0.65435 -0.83722 -0.55430
*
```

Gap between HOMO and LUMO: 6.0 eV
LUMO energy: 3.811 eV
Energy relative to the best compared isomer or geometry (same formula, charge and spin): 39.44 kcal/mol
HOMO level: -2.22 eV


Record 7
A single C6H12O molecule in a non-equilibrium geometry. Source: OMol25; level of theory: wB97M-V/def2-TZVPD.

```
! wB97M-V def2-TZVPD RIJCOSX def2/J DEFGRID3
* xyz 0 1
C -2.31512 0.05795 0.75176
C -1.12242 0.85464 0.24835
C -0.41019 0.09076 -0.83004
C 0.89289 0.54844 -1.27897
C 0.56306 -0.97663 -0.48075
C 1.54351 -0.93356 0.63983
O 2.60768 -0.08683 0.15955
H -3.00898 -0.14109 -0.07283
H -2.85541 0.59452 1.53476
H -1.98318 -0.90935 1.14697
H -0.43894 1.08481 1.08099
H -1.43068 1.81714 -0.17230
H -1.02469 -0.21353 -1.66363
H 1.31353 0.37730 -2.25532
H 1.27944 1.50416 -0.85748
H 0.54912 -1.90433 -1.07399
H 1.14973 -0.54522 1.58795
H 1.99652 -1.91512 0.83139
H 2.69411 0.69595 0.70376
*
```

Gap between HOMO and LUMO: 9.1 eV
LUMO energy: 0.993 eV
SMILES string: CC[C@H]1C[C@H]1CO
Energy relative to the best compared isomer or geometry (same formula, charge and spin): 71.10 kcal/mol
HOMO level: -8.10 eV


Record 8
A molecular structure, C4H8N2O2 in a non-equilibrium geometry. Source: OMol25; level of theory: wB97M-V/def2-TZVPD.

```
! wB97M-V def2-TZVPD RIJCOSX def2/J DEFGRID3
* xyz 0 1
C -2.34502 1.53386 0.14644
C 0.46082 -0.56322 1.70096
C 1.86965 -0.87186 -0.78566
C 0.26662 -0.37391 0.25931
N 1.75672 -0.89045 -2.11742
O -1.86420 0.26070 0.44245
N -0.44255 -0.16547 -0.70079
O 2.81902 -1.14200 -0.10717
H 2.55755 -1.11797 -2.69412
H 0.90768 -0.54931 -2.54367
H -3.17463 1.77611 0.83052
H -1.58012 2.32090 0.27188
H -2.73579 1.59786 -0.88036
H 0.45520 0.41495 2.18410
H -0.35970 -1.16007 2.10069
H 1.40877 -1.07012 1.89285
*
```

Gap between HOMO and LUMO (spin up / spin down): 8.6 / 8.6 eV
LUMO energy (spin up / spin down): 0.027 / 0.024 eV
Energy relative to the best compared isomer or geometry (same formula, charge and spin): 122.82 kcal/mol
HOMO level (spin up / spin down): -8.53 / -8.54 eV